# 1
Computed, not measured: C34H38BrF4FeN3O3P2Te as an isolated structure, with the ωB97M-V functional and the def2-TZVPD basis.

## Properties
HOMO-LUMO gap (spin up / spin down) in eV: 7.0212 / 6.2630
Spin multiplicity: 6
Relative energy (zero: lowest compared OMol25 entry of this formula, charge and spin) in eV: 0.000
Total charge: +1
E in eV: -187653.113

Last column: Löwdin spin population.
Element x y z (Å)
Fe  -0.712  -0.442  -0.454  3.577
F  -3.882  -5.275  3.563  0.000
C  -3.187  -4.216  3.201  0.000
C  -2.709  -3.341  4.154  0.001
F  -2.964  -3.562  5.430  0.000
C  -1.973  -2.237  3.764  0.001
F  -1.545  -1.420  4.719  0.001
C  -1.696  -1.963  2.433  0.004
P  -0.641  -0.533  1.930  0.035
C  -1.462  0.887  2.693  0.002
C  -0.711  2.017  3.009  0.001
C  -1.344  3.185  3.408  0.003
C  -2.729  3.237  3.474  0.003
C  -3.482  2.119  3.141  0.001
C  -2.852  0.949  2.743  0.002
C  0.890  -0.837  2.861  0.013
C  1.868  -1.575  2.193  0.002
C  3.086  -1.842  2.803  0.000
C  3.338  -1.357  4.079  0.001
C  2.368  -0.622  4.747  0.001
C  1.146  -0.363  4.146  0.003
C  -2.211  -2.854  1.497  -0.003
Br  -2.078  -2.524  -0.382  0.039
C  -2.946  -3.962  1.864  0.001
F  -3.435  -4.794  0.949  0.002
H  0.370  1.990  2.936  0.000
H  -0.755  4.059  3.659  0.000
H  -3.223  4.152  3.776  0.000
H  -4.563  2.160  3.181  0.000
H  -3.448  0.087  2.467  0.000
H  1.677  -1.923  1.184  0.001
H  3.842  -2.417  2.285  0.000
H  4.294  -1.546  4.550  0.000
H  2.563  -0.248  5.744  0.000
H  0.395  0.202  4.682  0.000
N  -1.658  1.184  -0.512  0.642
C  -1.398  2.474  -0.421  0.063
C  -0.047  2.965  -0.303  0.145
C  0.231  4.310  -0.284  -0.008
C  -0.811  5.243  -0.363  0.179
C  -2.139  4.804  -0.426  -0.009
C  -2.438  3.462  -0.452  0.147
H  0.737  2.217  -0.241  0.007
H  1.257  4.651  -0.207  -0.004
H  -0.590  6.302  -0.373  0.011
H  -2.940  5.533  -0.454  -0.004
H  -3.466  3.119  -0.489  0.006
C  -0.579  1.115  -4.851  0.000
C  -0.691  0.878  -3.336  0.007
N  -0.972  -0.542  -3.056  0.031
C  -2.254  -0.909  -3.663  0.001
C  -2.179  -0.734  -5.204  0.001
N  -0.812  -0.207  -5.537  0.000
C  0.242  -1.192  -5.116  0.001
C  0.092  -1.405  -3.598  0.001
H  0.419  1.461  -5.119  0.000
H  -1.319  1.822  -5.223  0.000
H  -1.482  1.477  -2.890  0.004
H  0.246  1.153  -2.851  0.000
H  -3.026  -0.268  -3.239  0.000
H  -2.496  -1.941  -3.409  0.000
H  -2.911  -0.020  -5.574  0.000
H  -2.317  -1.675  -5.731  0.000
H  -0.746  -0.071  -6.542  0.000
H  1.217  -0.769  -5.359  0.000
H  0.093  -2.108  -5.685  0.000
H  1.024  -1.166  -3.109  0.000
H  -0.158  -2.443  -3.371  0.000
C  4.752  1.675  1.083  0.000
C  3.436  1.255  0.477  0.000
O  3.639  0.029  -0.262  0.002
P  2.682  -0.289  -1.504  0.009
O  1.268  -0.462  -0.977  0.068
Te  2.959  1.178  -3.330  0.005
O  3.274  -1.699  -1.965  0.003
C  3.245  -2.861  -1.107  0.000
C  1.952  -3.640  -1.252  0.000
H  4.604  2.549  1.720  0.000
H  5.470  1.918  0.300  0.000
H  5.163  0.864  1.690  0.000
H  3.061  2.028  -0.199  0.000
H  2.682  1.076  1.250  0.000
H  3.410  -2.552  -0.075  0.000
H  4.089  -3.468  -1.422  0.000
H  1.096  -3.009  -1.009  0.000
H  1.959  -4.502  -0.579  0.000
H  1.840  -4.001  -2.276  0.000

=====

# 2
Computed, not measured: C34H38CeN3P2S3Sb as an isolated structure, with the ωB97M-V functional and the def2-TZVPD basis.

## Properties
HOMO-LUMO gap (spin up / spin down) in eV: 6.3620 / 5.2815
Spin multiplicity: 2
Relative energy (zero: lowest compared OMol25 entry of this formula, charge and spin) in eV: 0.000
Total charge: +1
E in eV: -110892.301

Last column: Löwdin spin population.
Element x y z (Å)
Ce  -0.234  0.213  -1.188  -0.017
C  1.270  -2.360  0.629  0.000
P  -0.555  -2.145  0.611  0.000
C  -1.243  -3.016  -0.821  0.001
C  -2.631  -2.950  -1.014  0.000
C  -3.206  -3.432  -2.173  0.002
C  -2.412  -3.966  -3.183  0.005
C  -1.041  -4.026  -3.015  0.006
C  -0.460  -3.559  -1.841  0.004
C  -1.171  -2.834  2.155  0.000
C  -1.960  -3.983  2.199  0.000
C  -2.401  -4.469  3.420  0.000
C  -2.050  -3.821  4.597  0.000
C  -1.256  -2.685  4.553  0.000
C  -0.822  -2.183  3.336  0.000
C  1.845  -1.057  1.093  0.000
C  2.786  -0.767  2.046  0.000
C  2.852  0.652  2.133  0.000
C  1.956  1.149  1.223  0.000
C  1.533  2.557  0.927  0.000
P  -0.279  2.457  0.708  0.011
C  -0.951  2.162  2.355  0.002
C  -0.810  3.152  3.329  0.001
C  -1.320  2.958  4.599  0.000
C  -1.985  1.776  4.905  0.000
C  -2.136  0.793  3.940  0.000
C  -1.620  0.985  2.665  0.000
C  -0.887  4.088  0.214  0.015
C  -2.261  4.304  0.122  0.003
C  -2.747  5.522  -0.319  0.000
C  -1.871  6.537  -0.678  0.001
C  -0.503  6.332  -0.588  0.000
C  -0.011  5.113  -0.141  0.007
N  1.318  0.112  0.564  0.001
H  1.603  -2.635  -0.377  0.000
H  1.556  -3.188  1.280  0.000
H  -3.263  -2.500  -0.258  0.000
H  -4.279  -3.379  -2.301  0.000
H  -2.866  -4.335  -4.092  0.000
H  -0.413  -4.448  -3.788  0.000
H  0.611  -3.655  -1.730  0.000
H  -2.223  -4.508  1.291  0.000
H  -3.013  -5.360  3.449  0.000
H  -2.395  -4.203  5.548  0.000
H  -0.975  -2.179  5.466  0.000
H  -0.213  -1.286  3.314  0.000
H  3.347  -1.475  2.633  0.000
H  3.470  1.228  2.801  0.000
H  1.969  2.923  -0.008  0.000
H  1.824  3.240  1.729  0.000
H  -0.309  4.083  3.092  0.000
H  -1.206  3.728  5.350  0.000
H  -2.391  1.627  5.896  0.000
H  -2.659  -0.127  4.169  0.000
H  -1.749  0.213  1.914  0.000
H  -2.954  3.518  0.400  0.000
H  -3.815  5.685  -0.379  0.000
H  -2.254  7.490  -1.019  0.000
H  0.184  7.123  -0.858  0.000
H  1.059  4.981  -0.068  0.000
S  -1.027  -0.284  -3.784  0.487
Sb  -2.612  1.448  -3.081  -0.012
S  -0.418  2.440  -2.768  0.480
S  -2.865  0.601  -0.895  0.001
C  2.418  -2.250  -3.589  0.000
C  2.900  -0.817  -3.437  0.000
C  4.406  -0.792  -3.174  0.000
C  2.565  0.003  -4.673  0.000
N  2.172  -0.270  -2.243  0.000
N  2.364  1.116  -1.981  0.001
H  2.931  -2.735  -4.419  0.000
H  1.344  -2.284  -3.783  0.001
H  2.636  -2.834  -2.691  0.000
H  4.951  -1.175  -4.037  0.000
H  4.666  -1.414  -2.315  0.000
H  4.773  0.221  -3.000  0.000
H  2.956  -0.511  -5.551  0.000
H  3.035  0.988  -4.650  0.000
H  1.492  0.128  -4.805  0.000
H  2.529  -0.744  -1.411  0.000
H  2.076  1.651  -2.794  0.000
H  3.324  1.345  -1.737  0.000

=====

# 3
Computed, not measured: C34H38IrN2O2P as an isolated structure, with the ωB97M-V functional and the def2-TZVPD basis.

## Properties
HOMO-LUMO gap (spin up / spin down) in eV: 4.3010 / 4.3042
Relative energy (zero: lowest compared OMol25 entry of this formula, charge and spin) in eV: 4.252
Total charge: 0
E in eV: -55072.900

Last column: Mulliken charge in e.
Element x y z (Å)
Ir  0.627  -1.214  -1.740  0.901
O  2.695  -1.842  -2.399  -0.709
C  2.545  -1.283  -1.288  0.284
C  3.189  -1.031  -0.099  0.048
C  4.601  -1.084  0.079  -1.063
C  5.139  -0.851  1.313  -0.605
C  4.325  -0.567  2.420  -0.731
C  2.947  -0.519  2.273  -0.387
C  2.359  -0.736  1.041  0.754
P  0.584  -0.885  0.745  0.783
C  -0.049  0.985  0.347  4.526
C  0.872  1.932  0.977  -0.581
C  0.444  2.914  1.825  -1.101
C  -0.904  3.063  2.156  -1.192
C  -1.823  2.124  1.677  -0.645
C  -1.432  1.130  0.835  -1.112
C  -0.043  -1.242  2.444  0.445
C  -0.229  -0.292  3.444  -0.006
C  -0.697  -0.678  4.687  -0.952
C  -0.972  -2.010  4.955  -0.646
C  -0.811  -2.959  3.958  -0.720
C  -0.360  -2.572  2.711  -0.822
H  5.216  -1.311  -0.779  0.535
H  6.211  -0.888  1.443  0.397
H  4.771  -0.403  3.390  0.466
H  2.329  -0.324  3.137  0.467
H  1.923  1.822  0.766  0.527
H  1.161  3.616  2.230  0.251
H  -1.230  3.877  2.785  0.341
H  -2.862  2.200  1.970  0.420
H  -2.167  0.421  0.476  0.100
H  0.006  0.742  3.250  0.485
H  -0.835  0.067  5.458  0.467
H  -1.322  -2.303  5.934  0.390
H  -1.031  -3.999  4.160  0.435
H  -0.227  -3.306  1.926  0.336
C  -2.301  -4.425  -0.324  -1.111
N  -1.783  -3.728  -1.479  0.252
C  -0.477  -4.194  -1.903  -1.170
C  -2.226  -2.514  -1.903  0.770
O  -1.487  -1.717  -2.501  -0.953
N  -3.524  -2.165  -1.672  0.243
C  -4.640  -3.075  -1.561  -1.222
C  -3.910  -0.788  -1.902  -0.869
H  -1.502  -4.530  0.413  0.338
H  -2.654  -5.420  -0.603  0.270
H  -3.101  -3.859  0.138  0.424
H  -0.585  -5.144  -2.430  0.353
H  0.175  -4.343  -1.040  0.351
H  -0.003  -3.477  -2.577  0.368
H  -4.371  -4.070  -1.901  0.404
H  -5.452  -2.709  -2.191  0.381
H  -5.022  -3.131  -0.538  0.317
H  -3.014  -0.179  -1.989  -0.095
H  -4.511  -0.438  -1.060  0.395
H  -4.489  -0.689  -2.826  0.404
C  1.323  1.430  -3.230  -2.128
C  0.385  1.986  -2.139  3.511
C  -0.893  2.459  -2.867  -2.529
C  -0.019  0.817  -1.201  -1.305
C  1.040  3.167  -1.442  -0.426
C  0.283  4.263  -1.032  -0.159
C  0.875  5.366  -0.443  -0.981
C  2.242  5.398  -0.242  -0.494
C  3.010  4.317  -0.633  -0.846
C  2.418  3.218  -1.229  -0.047
H  0.807  0.649  -3.788  0.410
H  2.223  0.997  -2.807  0.416
H  1.613  2.213  -3.929  0.457
H  -1.255  1.674  -3.528  0.488
H  -0.690  3.340  -3.475  0.445
H  -1.687  2.702  -2.163  0.451
H  -1.054  0.558  -1.467  -0.953
H  -0.789  4.264  -1.153  0.221
H  0.267  6.209  -0.143  0.400
H  2.707  6.257  0.222  0.386
H  4.078  4.335  -0.472  0.418
H  3.042  2.381  -1.496  0.324